# 1
Molecular formula: C35H39ClCsGe2NO6S3
Method: DFT, the ωB97M-V functional and the def2-TZVPD basis

Geometry (Å):
C (-0.396, 4.116, 5.565)
H (1.792, -0.261, 2.314)
H (-5.691, -2.979, 2.207)
C (-4.762, -2.387, 2.150)
C (-3.210, -0.713, 3.101)
H (-3.840, 1.055, -5.852)
C (2.570, 4.521, 3.832)
O (1.735, -4.839, -1.028)
H (-2.774, 2.400, 1.904)
Ge (0.995, 3.389, 4.384)
C (0.297, 0.210, -4.344)
N (-3.052, -1.369, 0.801)
H (2.121, 3.430, 0.007)
H (4.812, -4.871, 2.276)
C (1.848, 1.647, 1.255)
H (4.710, 0.259, -0.887)
C (-2.859, 5.636, 0.993)
Ge (0.271, 2.301, 2.183)
O (-3.526, -3.364, -1.106)
H (0.995, 0.871, -3.895)
C (-2.963, 0.414, -5.966)
O (-0.893, 0.300, 0.394)
C (-1.086, -2.495, -5.395)
H (0.341, 4.894, 0.264)
H (0.755, 0.906, 5.042)
H (-0.158, 3.756, 6.550)
O (-0.864, 0.872, 2.514)
H (-2.995, -0.261, -6.816)
C (-3.338, 4.444, 1.466)
H (6.089, -5.406, -1.696)
C (-1.066, 3.528, 1.311)
H (-3.201, -2.505, -5.720)
C (1.024, -1.069, -4.337)
C (3.984, -5.021, -1.473)
Cs (-0.226, -2.510, -0.605)
C (-4.025, -2.299, 0.975)
H (-0.856, -1.664, -6.105)
H (-2.748, -2.905, -4.011)
C (-2.435, 3.373, 1.579)
C (3.437, -0.110, 0.855)
C (3.432, 1.864, -0.561)
Cl (7.002, -6.195, 0.830)
H (-1.732, 1.802, -7.131)
C (-2.497, -2.243, -4.899)
C (2.522, 2.438, 0.295)
C (3.895, 0.571, -0.288)
H (1.844, -1.094, -3.582)
H (-3.589, 6.417, 0.828)
C (-4.354, -1.515, 3.229)
O (-5.565, -3.712, -0.085)
C (-0.673, 4.754, 0.685)
H (-1.418, 3.846, 5.234)
H (3.527, 4.049, 4.159)
C (4.534, -5.031, 1.249)
C (2.929, -4.655, -0.569)
C (-1.514, 5.808, 0.573)
S (0.028, 0.693, -6.052)
C (-1.452, 0.235, 1.473)
C (1.709, 1.633, 5.064)
C (-2.689, -0.604, 1.820)
C (5.248, -5.240, -1.053)
H (1.780, 1.707, 6.155)
H (-0.649, 0.141, -3.800)
C (5.496, -5.439, 0.307)
C (3.297, -4.524, 0.808)
C (2.414, -3.963, 1.854)
O (1.264, -3.503, 1.735)
C (-1.775, 1.315, -6.114)
H (-0.263, 5.232, 5.606)
H (2.497, 5.485, 4.357)
H (2.917, -3.923, 2.854)
S (-0.005, -2.486, -3.962)
C (-4.338, -3.133, -0.203)
H (-1.030, -3.506, -5.888)
H (-1.751, 2.133, -5.350)
H (1.553, -1.344, -5.289)
H (3.612, -5.211, -2.550)
H (-1.075, 6.767, 0.372)
H (3.649, 2.416, -1.433)
S (-2.914, -0.525, -4.402)
H (2.520, 4.716, 2.769)
H (-4.442, 4.314, 1.533)
H (3.867, -1.080, 1.080)
H (2.529, 1.085, 4.666)
H (-5.617, -4.563, -0.582)
C (2.315, 0.383, 1.569)
H (-4.967, -1.568, 4.102)
H (-2.882, -0.043, 3.901)

- spin multiplicity = 2
- total charge = -1

Löwdin atomic charge list, values in e, 5 entries: number 1, C, carries -0.25; number 2, H, carries 0.12; number 3, H, carries 0.10; number 4, C, carries -0.02; number 5, C, carries -0.08

***

# 2
Molecular formula: C35H39F4FeN3O4Si
Method: DFT, the ωB97M-V functional and the def2-TZVPD basis

Geometry (Å):
H (-0.010, 1.554, -4.219)
H (1.950, 1.756, -1.698)
O (-1.384, -1.997, -3.358)
H (1.362, 3.509, 1.941)
F (3.208, -1.910, 0.012)
H (-2.613, -2.729, 4.577)
H (-0.290, 3.718, 1.293)
C (0.817, 1.378, 3.596)
H (3.274, -0.951, 5.471)
H (1.945, 3.276, -2.590)
C (-0.156, 2.387, 3.012)
H (-2.173, 4.349, -1.986)
H (-3.204, -4.282, 2.732)
C (-4.776, 0.621, 0.614)
H (4.156, -1.566, 2.431)
H (-4.325, -1.451, 0.261)
C (-1.181, -1.629, 3.432)
H (1.321, 2.808, 5.105)
O (-1.743, -1.733, -8.360)
H (-2.159, -0.991, -0.838)
C (-2.233, 1.130, -0.550)
C (1.614, -1.350, -7.337)
C (3.805, -2.318, 3.134)
C (-4.317, 1.921, 0.450)
H (-4.920, 2.752, 0.800)
H (-1.903, 1.293, 3.704)
C (-2.127, -2.627, 3.611)
H (-0.587, 5.051, -2.339)
H (2.898, 1.336, 6.303)
C (-0.918, -2.341, 1.195)
C (0.233, -1.492, -7.234)
H (-0.426, 3.261, -4.414)
H (-1.468, -1.657, -5.932)
C (-3.078, 2.177, -0.122)
C (1.034, 0.065, 3.082)
C (2.363, -1.252, -6.181)
C (-0.297, -1.427, -3.469)
H (-2.729, 3.200, -0.207)
C (2.582, -0.301, 4.944)
C (2.382, 0.983, 5.416)
C (0.414, 3.003, 1.733)
O (0.013, -1.533, -9.513)
H (-2.272, 2.659, 2.635)
H (3.440, -1.149, -6.244)
H (-0.232, 3.194, 3.749)
H (2.069, -1.320, -8.316)
H (-5.732, 0.430, 1.089)
N (-0.953, 1.327, -1.024)
C (1.504, 1.803, 4.731)
H (2.071, -4.239, 4.003)
N (0.379, -0.437, 1.940)
C (-0.514, -1.423, 2.191)
H (1.802, -2.368, 2.398)
C (0.361, -1.413, -4.844)
Fe (0.533, -0.197, -0.576)
H (1.748, 3.284, -0.823)
C (-2.753, -0.181, -0.429)
C (-1.573, 1.840, 2.816)
H (-1.693, 2.063, -4.062)
C (2.293, -2.179, 3.350)
H (2.303, -1.161, -4.016)
H (4.352, -2.192, 4.075)
F (3.188, -0.560, -1.662)
H (-1.031, 4.662, -0.665)
C (-1.849, -3.332, 1.347)
C (-1.113, 4.325, -1.705)
C (1.490, 2.750, -1.742)
F (-0.310, -2.222, -0.014)
C (1.942, -0.769, 3.801)
C (-0.655, 2.349, -3.848)
O (0.430, -0.905, -2.575)
C (-2.473, -3.497, 2.583)
C (2.556, -0.802, -0.431)
C (1.741, -1.274, -4.937)
F (3.093, 0.234, 0.379)
H (-2.082, -3.963, 0.495)
H (2.282, -3.086, 5.332)
H (0.731, -3.182, 4.478)
Si (-0.376, 2.593, -1.998)
N (-0.553, -1.589, -8.446)
C (1.813, -3.234, 4.354)
H (0.599, 2.229, 1.000)
H (-0.951, -0.957, 4.249)
H (4.043, -3.308, 2.733)
H (-1.622, 1.165, 1.968)
C (-0.395, -1.539, -5.994)
C (-3.980, -0.427, 0.157)

- spin multiplicity = 5
- total charge = -2

Löwdin atomic charge list, values in e, 5 entries: number 1, H, carries 0.01; number 2, H, carries 0.00; number 3, O, carries 0.02; number 4, H, carries 0.08; number 5, F, carries 0.01

***

# 3
Molecular formula: C35H39HgN3O2Sb2
Method: DFT, the ωB97M-V functional and the def2-TZVPD basis

Geometry (Å):
H (4.208, 0.189, 3.803)
C (-3.102, -1.513, -3.399)
C (4.952, -1.081, 0.754)
C (-2.363, -0.368, -3.131)
C (-2.582, 0.033, 3.938)
C (-1.790, 2.971, -4.433)
H (5.285, 0.278, -0.917)
C (5.038, -0.753, -0.684)
H (-3.531, -0.393, 4.257)
H (2.845, 4.271, 0.527)
Hg (0.214, 0.447, -0.373)
H (5.530, -3.111, 0.411)
N (-1.678, 0.224, 1.769)
C (4.476, -0.547, 3.054)
C (-2.366, 2.488, 1.273)
C (-1.895, -0.782, 2.812)
H (4.643, -2.138, 4.477)
C (2.321, -2.529, -0.125)
H (2.916, 4.055, 2.295)
C (-2.179, 0.060, -5.482)
H (-3.330, 3.746, 2.722)
H (4.603, 1.962, 2.144)
H (-2.787, 5.287, -1.263)
C (-1.078, 1.690, -3.918)
H (-0.930, -1.179, 3.131)
Sb (2.110, 1.705, 1.178)
H (-1.936, 0.160, 4.806)
H (2.344, -2.039, 0.848)
C (4.571, -0.137, 1.719)
C (2.343, 3.847, 1.394)
H (5.320, -3.805, 2.766)
C (-2.937, -1.069, -5.747)
C (-2.129, -3.143, 1.991)
H (0.625, 1.781, 3.455)
C (-3.396, -1.863, -4.706)
H (-2.170, -0.089, -2.103)
Sb (3.045, -1.129, -1.594)
H (4.711, 1.576, 0.413)
C (-2.247, 1.298, 2.131)
H (-1.814, 0.664, -6.305)
H (-1.086, -3.288, 2.245)
C (-2.863, -4.175, 1.425)
C (-3.138, 4.688, 0.784)
H (-2.661, 2.754, -5.047)
C (1.643, 1.442, 3.266)
H (5.715, -1.417, -1.217)
H (2.922, -3.434, -0.086)
O (-2.820, 1.327, 3.348)
C (-2.722, -1.909, 2.232)
H (-3.452, -2.126, -2.578)
C (-2.063, 3.313, -0.835)
C (-4.790, -2.746, 1.329)
C (-1.681, 2.948, -2.210)
C (-2.675, 4.519, -0.512)
H (-3.979, -2.749, -4.917)
C (4.728, -1.848, 3.438)
C (-2.984, 3.660, 1.702)
C (-1.885, 0.423, -4.170)
H (-2.395, -5.134, 1.243)
O (-2.225, 3.634, -3.227)
H (-3.171, -1.328, -6.771)
H (-4.769, -4.789, 0.670)
H (4.328, -2.023, -3.813)
N (-0.960, 1.944, -2.488)
N (-1.912, 2.331, 0.041)
C (5.105, -2.784, 2.480)
C (-4.054, -1.712, 1.886)
H (1.290, -2.784, -0.370)
C (3.777, -2.559, -3.043)
H (-3.627, 5.608, 1.074)
H (4.434, -3.265, -2.539)
H (-0.088, 1.568, -4.363)
C (-4.197, -3.980, 1.103)
C (5.211, -2.396, 1.161)
H (-4.521, -0.745, 2.040)
C (4.283, 1.271, 1.365)
H (2.336, 2.032, 3.863)
H (-1.120, 3.642, -4.971)
H (2.947, -3.082, -3.512)
H (1.358, 4.302, 1.483)
H (-5.829, -2.588, 1.069)
H (1.725, 0.391, 3.535)

- spin multiplicity = 2
- total charge = +1

Löwdin atomic charge list, values in e, 5 entries: number 1, H, carries 0.10; number 2, C, carries -0.07; number 3, C, carries -0.32; number 4, C, carries -0.05; number 5, C, carries -0.06

***

Number 1: total energy -7692.03094 a.u.. Number 2: total energy -3775.08907 a.u.. Number 3: total energy -2305.50963 a.u..